# 1
The following is a DFT calculation (ωB97M-V with the def2-TZVPD basis set) of the molecule C20H20N4O7S2 at a distorted geometry.

Structure (XYZ):
```
53
C20H20N4O7S2 (ωB97M-V with the def2-TZVPD basis set)
C -0.655 -4.975 -0.441
O -0.159 -3.860 -0.389
C 0.171 -3.564 1.064
O 0.101 -4.421 2.056
C 0.753 -2.043 1.069
N 0.294 -1.146 0.054
C 1.248 -0.682 -0.746
N 2.436 -0.621 -0.639
C 3.107 -0.108 -1.745
O 2.712 0.226 -2.674
C 4.718 -0.260 -1.438
S 5.399 0.917 -0.500
C 4.363 0.900 1.065
C 3.105 1.627 0.754
O 2.662 2.378 0.105
N 2.077 1.023 1.664
C 0.666 1.440 1.981
C 0.139 2.350 1.100
C -1.220 2.360 1.343
C -2.441 3.068 1.251
O -1.311 1.259 2.676
N -0.009 0.795 2.702
S 0.396 0.291 -1.933
C -1.073 0.257 -1.104
C -2.330 0.566 -1.639
C -3.455 0.217 -0.424
C -4.820 0.640 -1.008
O -5.040 1.696 -1.944
O -5.616 0.202 -0.318
C -6.982 0.676 -0.539
C -3.316 -0.628 0.411
C -2.175 -1.051 0.820
C -0.884 -0.882 0.114
H -1.453 -5.167 0.060
H -0.778 -4.885 -1.614
H 0.088 -5.775 -0.316
H 0.493 -1.633 2.120
H 2.054 -2.055 1.048
H 5.185 -0.329 -2.569
H 4.873 -1.291 -0.806
H 4.415 -0.047 1.328
H 4.919 1.431 1.691
H 2.398 0.307 2.294
H 0.445 2.817 0.371
H -2.533 3.869 1.828
H -3.283 2.320 1.776
H -2.597 3.115 0.158
H -2.464 1.277 -2.350
H -7.198 0.459 -1.588
H -7.064 1.952 -0.498
H -7.880 0.330 0.131
H -4.260 -0.980 1.012
H -2.080 -1.762 1.811
```

Results
- structure (SMILES) = COC(=O)Cn1/c(=N/C(=O)CSCC(=O)Nc2cc(C)on2)sc2cc(C(=O)OC)ccc21
- LUMO level (eV) = -0.3045
- HOMO-LUMO gap (eV) = 7.855

---

# 2
The following is a DFT calculation (ωB97M-V with the def2-TZVPD basis set) of a structure of composition C20H20N4OPReS.

Structure (XYZ):
```
48
C20H20N4OPReS (ωB97M-V with the def2-TZVPD basis set)
Re -0.529 -0.168 -0.782
N 1.484 -1.726 0.997
P -0.082 -1.177 1.251
C -0.940 -2.092 2.481
C -2.249 -2.505 2.212
C -2.940 -3.205 3.186
C -2.327 -3.493 4.399
C -1.024 -3.079 4.662
C -0.322 -2.366 3.708
C 0.003 0.638 1.477
C 1.128 1.422 1.659
C 1.032 2.812 1.490
C -0.149 3.414 1.060
C -1.261 2.634 0.795
C -1.201 1.235 0.967
C 2.045 -1.570 -0.254
C 3.294 -2.103 -0.546
C 3.816 -1.946 -1.810
C 3.097 -1.235 -2.781
C 1.893 -0.705 -2.442
N 1.337 -0.858 -1.192
H 1.959 -2.352 1.635
H -2.713 -2.296 1.256
H -3.953 -3.535 2.998
H -2.871 -4.047 5.153
H -0.563 -3.306 5.613
H 0.683 -2.022 3.924
H 2.071 0.980 1.956
H 1.900 3.426 1.696
H -0.193 4.489 0.946
H -2.196 3.087 0.488
H -2.153 0.699 1.069
H 3.836 -2.645 0.218
H 4.782 -2.373 -2.050
H 3.482 -1.102 -3.782
H 1.295 -0.147 -3.146
O -1.277 -2.885 -3.360
S -2.315 -2.322 -2.539
N -1.717 -1.224 -1.575
C -0.955 4.726 -3.304
C -0.483 3.406 -3.932
C -0.458 2.312 -2.976
N -0.441 1.441 -2.225
H -0.957 5.492 -4.076
H -0.281 5.049 -2.513
H -1.967 4.640 -2.915
H 0.522 3.493 -4.351
H -1.145 3.091 -4.744
```

Results
- <S²> = 0.8035
- 2S+1 = 2
- LUMO level (alpha / beta) (eV) = -11.8101 / -12.0281
- HOMO-LUMO gap (alpha / beta) (eV) = 6.109 / 5.891
- total charge = +3

---

# 3
The following is a DFT calculation (ωB97M-V with the def2-TZVPD basis set) of a structure of composition C20H20N4PtSTe.

Structure (XYZ):
```
47
C20H20N4PtSTe (ωB97M-V with the def2-TZVPD basis set)
Pt 0.722 0.932 0.498
C 0.822 5.237 0.298
C 0.511 3.781 0.304
N 1.369 2.827 0.381
N 2.724 3.024 0.467
C 3.533 1.944 0.555
N 4.834 2.152 0.650
S 2.920 0.344 0.525
C -0.889 3.301 0.199
C -1.938 4.155 -0.056
C -3.225 3.635 -0.182
C -3.410 2.278 -0.031
C -2.310 1.471 0.233
N -1.079 1.961 0.339
H 1.842 5.471 0.591
H 0.161 5.755 0.993
H 0.652 5.651 -0.699
H 3.084 3.967 0.454
H 5.251 3.070 0.651
H 5.458 1.362 0.713
H -1.767 5.216 -0.164
H -4.059 4.290 -0.392
H -4.388 1.827 -0.117
H -2.426 0.403 0.365
Te -0.072 -1.450 1.071
C 1.318 -2.925 0.541
C 1.449 -3.973 1.443
C 2.295 -5.025 1.120
C 2.991 -5.018 -0.080
C 2.854 -3.960 -0.970
C 2.010 -2.903 -0.666
C -1.745 -1.995 -0.071
C -1.827 -1.745 -1.438
C -2.960 -2.147 -2.129
C -3.989 -2.796 -1.457
C -3.895 -3.045 -0.096
C -2.768 -2.643 0.611
H 0.914 -3.972 2.385
H 2.409 -5.850 1.811
H 3.648 -5.842 -0.323
H 3.398 -3.962 -1.905
H 1.892 -2.081 -1.362
H -1.018 -1.251 -1.962
H -3.033 -1.968 -3.193
H -4.869 -3.113 -2.000
H -4.694 -3.558 0.421
H -2.697 -2.831 1.675
```

Results
- LUMO level (eV) = -7.1287
- HOMO-LUMO gap (eV) = 7.292
- total charge = +2